123
Properties=species:S:1:pos:R:3 method="wB97M-V/def2-TZVPD" relative_energy_kj_mol=278.0 total_energy_ev=-74621.5108 charge=0 gap_ev=8.9153
C 0.163 0.520 -0.397
C 0.695 0.186 1.028
O -0.300 -0.628 1.593
H 0.769 1.115 -0.916
H -0.859 0.909 -0.343
H 0.212 -0.437 -0.923
H 0.812 1.082 1.575
H 1.653 -0.451 1.029
H -1.131 -0.079 1.610
C 2.654 2.797 -3.204
C 3.097 4.272 -2.886
O 3.657 4.123 -1.560
H 2.106 2.324 -2.498
H 3.450 2.124 -3.514
H 1.992 2.700 -4.039
H 2.437 5.116 -2.923
H 3.906 4.562 -3.660
H 4.117 4.874 -1.237
C 2.413 0.849 4.089
C 3.557 0.272 3.477
O 4.257 -0.543 4.372
H 2.710 1.309 4.991
H 1.748 0.125 4.547
H 1.924 1.508 3.439
H 4.101 1.091 3.045
H 3.461 -0.354 2.621
H 4.702 -1.129 3.750
C 2.569 -4.202 -1.511
O 3.461 -4.011 -2.618
N 2.469 -3.454 -0.459
N 1.694 -5.107 -1.508
H 2.894 -2.472 -0.526
H 1.674 -3.303 0.138
H 1.619 -5.700 -2.325
H 0.861 -5.066 -0.997
C -0.316 5.391 -1.674
O 0.015 6.279 -0.708
N -1.204 5.576 -2.609
N 0.121 4.149 -1.584
H -1.691 6.502 -2.510
H -1.551 4.793 -3.282
H 0.876 3.924 -0.878
H 0.041 3.402 -2.323
C -0.398 1.256 -4.162
O -0.822 2.109 -3.241
N 0.141 1.763 -5.239
N -0.417 0.002 -4.057
H -0.004 2.760 -5.412
H 0.680 1.201 -5.927
H -0.880 -0.453 -3.249
H 0.122 -0.571 -4.694
C 0.124 3.680 1.482
O 1.295 3.419 0.820
N -1.025 3.791 0.906
N -0.002 3.724 2.802
H -0.985 3.751 -0.113
H -1.808 4.233 1.390
H 0.881 3.718 3.357
H -0.995 4.046 3.117
C -2.303 1.220 3.090
O -3.313 0.358 3.477
N -1.347 1.606 3.808
N -2.146 1.690 1.926
H -1.161 0.954 4.569
H -0.517 2.153 3.483
H -2.727 1.202 1.260
H -1.521 2.437 1.534
C -0.570 -3.616 0.141
O -1.383 -2.901 -0.674
N -0.449 -4.908 0.152
N 0.085 -3.125 1.156
H -1.047 -5.372 -0.533
H 0.130 -5.495 0.718
H -0.083 -2.155 1.266
H 0.846 -3.629 1.741
C 1.799 -2.947 3.611
O 2.653 -3.479 2.572
H 1.085 -3.635 4.127
H 1.188 -2.143 3.227
H 2.447 -2.517 4.424
H 3.358 -2.888 2.338
C -2.953 -3.443 2.434
O -1.760 -4.154 2.790
H -3.541 -4.009 1.705
H -2.552 -2.635 1.857
H -3.317 -3.186 3.391
H -1.066 -3.995 2.143
C -1.173 -1.344 5.026
O -0.973 -0.186 5.783
H -0.412 -2.049 5.463
H -0.910 -1.029 4.044
H -2.203 -1.548 5.098
H -0.700 -0.476 6.690
C -3.147 -1.523 -2.877
O -2.158 -0.889 -2.092
H -4.071 -1.523 -2.340
H -2.983 -2.602 -2.967
H -3.299 -0.949 -3.784
H -1.950 -1.475 -1.285
C 3.146 -0.653 -2.155
O 3.213 -0.862 -0.733
H 2.814 -1.515 -2.631
H 4.101 -0.370 -2.615
H 2.550 0.275 -2.369
H 3.273 -0.006 -0.374
C -3.777 2.107 -2.410
O -2.746 2.243 -1.380
H -3.636 1.360 -3.284
H -3.925 3.065 -2.924
H -4.761 1.892 -2.106
H -1.956 2.385 -1.932
C -4.463 0.036 0.522
O -3.173 -0.367 0.266
H -5.221 -0.440 -0.103
H -4.747 1.064 0.497
H -4.719 -0.235 1.543
H -2.947 -0.036 -0.584
C 0.214 -3.129 -3.440
O 1.347 -3.092 -4.237
H -0.092 -4.143 -3.092
H -0.569 -2.735 -4.071
H 0.402 -2.512 -2.613
H 2.071 -3.490 -3.740



113
Properties=species:S:1:pos:R:3 method="wB97M-V/def2-TZVPD" total_energy_ev=-58247.3290 charge=0 gap_ev=10.0839
C -1.400 0.820 -0.320
C -0.197 -0.097 -0.306
C 0.569 0.188 0.981
O 1.939 -0.235 0.767
C 2.546 -0.039 2.058
N -0.590 -1.485 -0.460
H -1.131 -1.804 0.336
H -0.991 -1.869 -2.046
H 0.275 -2.054 -0.416
H -1.048 1.835 -0.545
H -1.939 0.781 0.641
H -2.080 0.579 -1.141
H 0.471 0.124 -1.155
H 0.168 -0.381 1.825
H 0.568 1.264 1.258
H 1.920 -0.476 2.826
H 2.594 1.050 2.256
H 3.511 -0.511 2.063
C -0.940 -3.406 -3.420
O -1.069 -2.065 -3.081
H -0.122 -3.900 -2.940
H -1.836 -3.944 -3.147
H -0.792 -3.359 -4.482
C 2.553 2.790 -0.438
O 1.254 3.318 -0.196
H 2.971 3.336 -1.281
H 3.170 2.953 0.438
H 2.530 1.721 -0.540
H 0.758 3.131 -1.016
C 5.126 -0.777 4.320
O 5.462 -1.301 3.035
H 4.060 -0.591 4.512
H 5.410 -1.569 5.025
H 5.590 0.174 4.530
H 5.508 -0.595 2.350
C -2.120 4.021 -2.304
O -3.023 3.709 -1.256
H -1.638 4.919 -1.924
H -1.457 3.187 -2.541
H -2.669 4.330 -3.177
H -3.744 3.144 -1.571
C -0.181 -0.103 5.243
O 0.271 0.983 4.432
H -0.742 -0.762 4.560
H 0.620 -0.572 5.780
H -0.850 0.263 6.019
H 1.181 0.776 4.180
C -3.040 -1.036 2.915
O -2.294 -2.147 2.398
H -3.466 -1.202 3.905
H -2.328 -0.197 2.958
H -3.871 -0.761 2.227
H -2.940 -2.712 1.959
C -4.421 -2.985 -1.200
O -3.784 -1.776 -1.527
H -5.032 -3.331 -2.013
H -3.683 -3.765 -0.967
H -5.118 -2.742 -0.382
H -3.072 -1.945 -2.124
C 5.577 0.419 -0.114
O 5.885 0.693 1.233
H 5.800 1.285 -0.725
H 6.102 -0.390 -0.595
H 4.495 0.290 -0.233
H 6.821 0.886 1.306
C 1.346 2.466 -4.146
O 0.840 2.271 -2.831
H 0.628 2.920 -4.845
H 2.217 3.139 -4.086
H 1.743 1.482 -4.447
H 0.041 1.754 -2.961
C -2.608 0.790 -4.384
O -1.160 0.614 -4.259
H -3.112 -0.124 -4.756
H -3.110 1.002 -3.429
H -2.743 1.574 -5.096
H -1.043 -0.337 -3.974
C -4.959 2.083 1.187
O -4.542 1.427 2.401
H -4.229 2.034 0.372
H -5.831 1.506 0.894
H -5.301 3.121 1.314
H -3.662 1.754 2.659
C -1.562 3.527 2.082
O -1.885 2.412 2.927
H -1.481 4.490 2.610
H -0.659 3.338 1.523
H -2.409 3.541 1.400
H -1.108 2.208 3.472
C 2.853 -0.741 -2.485
O 4.080 -0.102 -2.922
H 2.085 -0.021 -2.274
H 2.573 -1.441 -3.268
H 3.034 -1.292 -1.572
H 3.960 0.817 -2.642
C 1.270 -3.441 2.320
O 1.378 -4.195 1.063
H 1.387 -4.059 3.197
H 1.993 -2.572 2.337
H 0.234 -3.102 2.376
H 2.286 -4.456 0.916
C 5.048 -3.329 0.333
O 6.116 -3.849 -0.463
H 4.586 -2.604 -0.326
H 4.312 -4.090 0.641
H 5.413 -2.878 1.261
H 6.552 -4.587 -0.021
C -6.467 0.060 -1.814
O -5.337 0.893 -2.021
H -6.305 -0.736 -1.080
H -7.278 0.688 -1.438
H -6.708 -0.415 -2.763
H -4.570 0.375 -1.734



120
Properties=species:S:1:pos:R:3 method="wB97M-V/def2-TZVPD" relative_energy_kj_mol=653.9 total_energy_ev=-62979.4050 charge=0 gap_ev=10.0551
C -0.191 4.081 3.627
O -0.204 3.227 2.506
H 0.793 4.136 4.115
H -0.484 5.067 3.226
H -0.951 3.686 4.245
H 0.323 2.477 2.840
C -1.577 -3.203 -5.323
O -1.798 -4.475 -4.740
H -0.511 -3.010 -5.456
H -1.944 -3.142 -6.349
H -2.064 -2.371 -4.790
H -2.610 -4.433 -4.206
C 4.206 -1.540 -1.157
O 4.092 -0.686 -2.315
H 3.263 -1.632 -0.625
H 4.550 -2.534 -1.509
H 4.959 -1.203 -0.459
H 4.836 -0.853 -2.919
C -3.409 5.582 0.012
O -2.323 5.059 -0.683
H -4.277 5.012 -0.321
H -3.256 5.492 1.100
H -3.625 6.628 -0.204
H -1.510 4.973 -0.139
C 0.979 -4.167 -2.509
O 0.185 -5.329 -2.592
H 0.402 -3.290 -2.150
H 1.727 -4.328 -1.739
H 1.465 -3.947 -3.415
H -0.435 -5.223 -3.341
C -3.710 -6.391 -2.372
O -4.031 -5.489 -3.426
H -4.595 -6.840 -1.949
H -3.239 -7.278 -2.815
H -3.177 -5.924 -1.596
H -4.714 -4.914 -3.111
C 4.901 -1.033 2.937
O 5.856 -1.676 2.057
H 5.197 -1.501 3.885
H 5.031 0.030 2.993
H 3.876 -1.307 2.674
H 6.609 -1.104 1.997
C -1.303 -3.876 0.023
O -1.933 -2.630 -0.033
H -1.484 -4.473 0.927
H -1.664 -4.437 -0.883
H -0.214 -3.773 -0.046
H -1.361 -1.887 0.289
C 4.855 3.165 1.565
O 4.415 1.802 1.537
H 4.039 3.880 1.324
H 5.231 3.401 2.572
H 5.725 3.279 0.861
H 4.221 1.553 0.614
C 3.019 1.434 4.712
O 2.384 1.963 3.551
H 3.380 0.401 4.675
H 3.796 2.091 5.052
H 2.279 1.375 5.496
H 2.941 1.846 2.768
C 0.683 0.536 0.753
O 0.116 -0.571 0.109
H 0.520 0.333 1.797
H 1.758 0.592 0.564
H 0.276 1.517 0.484
H 0.349 -0.547 -0.834
C 1.297 -2.929 2.076
O 1.767 -2.662 3.388
H 1.455 -1.990 1.518
H 1.769 -3.813 1.621
H 0.176 -3.012 2.105
H 1.657 -3.441 3.971
C -3.671 1.869 1.270
O -3.132 2.459 2.395
H -2.862 1.432 0.680
H -4.307 0.991 1.501
H -4.298 2.511 0.589
H -2.182 2.506 2.255
C -2.302 2.337 -2.396
O -1.567 3.394 -3.024
H -1.691 1.497 -2.103
H -2.823 2.668 -1.479
H -3.087 2.011 -3.108
H -1.927 4.228 -2.728
C 0.844 -0.225 -3.698
O 0.094 -0.492 -2.489
H 0.423 0.665 -4.150
H 1.805 -0.002 -3.256
H 0.927 -1.067 -4.437
H -0.847 -0.559 -2.664
C -3.470 -0.627 -2.172
O -2.615 -0.779 -3.290
H -3.422 -1.532 -1.584
H -3.181 0.149 -1.493
H -4.494 -0.418 -2.529
H -2.641 0.004 -3.800
C -1.384 0.227 4.731
O -0.112 0.791 4.505
H -2.079 1.003 5.019
H -1.870 -0.250 3.850
H -1.370 -0.586 5.449
H 0.422 0.187 3.966
C 1.117 5.681 0.151
O -0.026 5.182 0.798
H 1.342 6.752 0.330
H 2.030 5.128 0.447
H 1.003 5.643 -0.964
H 0.179 4.394 1.365
C -5.256 -3.293 0.259
O -4.581 -3.035 1.537
H -5.246 -2.374 -0.335
H -4.759 -4.142 -0.185
H -6.275 -3.523 0.542
H -3.690 -2.760 1.266
C 3.611 3.038 -1.631
O 4.154 1.919 -0.968
H 2.543 2.912 -1.927
H 3.601 3.873 -0.986
H 4.202 3.341 -2.485
H 4.101 1.119 -1.583



47
Properties=species:S:1:pos:R:3 method="wB97M-V/def2-TZVPD" spin_multiplicity=4 total_energy_ev=-295337.9763 charge=+1 gap_ev="6.8706 / 7.5610"
V -0.121 -0.081 -0.355
Br -0.345 0.659 6.321
C -0.256 0.565 4.465
C -1.065 1.365 3.683
C -0.970 1.239 2.310
N -0.129 0.390 1.707
C 0.666 -0.372 2.481
C 0.624 -0.320 3.861
C 1.580 -1.318 1.756
C 2.583 -2.009 2.410
C 3.364 -2.889 1.678
Br 4.730 -3.842 2.511
C 3.129 -3.058 0.326
C 2.121 -2.308 -0.248
N 1.364 -1.445 0.435
H -1.764 2.063 4.118
H -1.596 1.826 1.651
H 1.247 -0.958 4.467
H 2.768 -1.870 3.464
H 3.713 -3.744 -0.270
H 1.905 -2.394 -1.305
Cl -2.177 -1.561 0.227
C -2.878 -0.058 -0.509
C -1.950 0.912 -0.814
C -2.509 2.038 -1.395
Cl -1.457 3.374 -1.848
C -3.874 2.174 -1.656
Cl -4.504 3.593 -2.396
C -4.751 1.136 -1.319
Cl -6.434 1.273 -1.632
C -4.247 -0.018 -0.729
Cl -5.263 -1.336 -0.303
Cl -2.768 -2.255 -4.274
C -1.026 -2.409 -4.182
Cl -0.551 -4.064 -3.820
Cl -0.240 -1.821 -5.636
C -0.561 -1.556 -3.060
N -0.215 -0.908 -2.180
N 2.637 3.109 -0.813
C 3.251 2.224 -1.674
C 2.485 1.110 -1.648
N 1.394 1.306 -0.812
C 1.532 2.521 -0.329
H 2.939 4.045 -0.605
H 4.154 2.466 -2.205
H 2.618 0.191 -2.193
H 0.849 3.014 0.342